Version one
C20H26N2O3S in the gas phase. Source: OMol25; level of theory: ωB97M-V/def2-TZVPD.

Each atom is followed by the atoms it is bonded to, with distances in Å.
Cartesian coordinates (Å):
1 C -3.77595 4.64253 -4.31405  C2 1.497, H50 1.088, H51 1.090, H52 1.087
2 C -2.56123 4.06217 -3.65938  C1 1.497, C3 1.393, C7 1.390
3 C -2.68400 3.29801 -2.50168  C2 1.393, C4 1.378, H49 1.080
4 C -1.57752 2.73988 -1.89839  C3 1.378, C5 1.396, H48 1.078
5 C -0.30996 2.93711 -2.44861  C4 1.396, C6 1.394, C10 1.444
6 C -0.17813 3.69968 -3.60769  C5 1.394, C7 1.381, H9 1.080
7 C -1.29508 4.25364 -4.20071  C2 1.390, C6 1.381, H8 1.081
8 H -1.18371 4.84434 -5.09884  C7 1.081
9 H 0.80144 3.85397 -4.03481  C6 1.080
10 C 0.84357 2.34058 -1.81649  C5 1.444, N11 1.302, O14 1.350
11 N 0.84616 1.67899 -0.69557  C10 1.302, C12 1.369
12 C 2.14045 1.27959 -0.49708  N11 1.369, C13 1.369, C19 1.476
13 C 2.89514 1.73029 -1.54633  C12 1.369, O14 1.358, C15 1.483
14 O 2.06771 2.41132 -2.38054  C10 1.350, C13 1.358
15 C 4.33558 1.62580 -1.88250  C13 1.483, H16 1.090, H17 1.086, H18 1.088
16 H 4.84639 2.56705 -1.67768  C15 1.090
17 H 4.79934 0.84045 -1.29287  C15 1.086
18 H 4.45369 1.40098 -2.94067  C15 1.088
19 C 2.51553 0.46209 0.67323  C12 1.476, H20 1.088, H21 1.089, S22 1.870
20 H 3.52505 0.06664 0.57859  C19 1.088
21 H 2.42243 1.00854 1.61024  C19 1.089
22 S 1.37478 -1.01662 0.76560  C19 1.870, O23 1.476, C24 1.847
23 O 1.93823 -1.86916 1.83013  S22 1.476
24 C -0.01986 -0.12301 1.58335  S22 1.847, C25 1.521, H46 1.087, H47 1.089
25 C -1.16340 -1.09483 1.83026  C24 1.521, O26 1.214, N27 1.345
26 O -2.28118 -0.91778 1.39005  C25 1.214
27 N -0.79854 -2.13198 2.60425  C25 1.345, H28 1.013, C29 1.448
28 H 0.19103 -2.27770 2.76518  N27 1.013
29 C -1.67186 -3.25837 2.86034  N27 1.448, C30 1.534, C34 1.529, H45 1.096
30 C -1.54361 -4.31867 1.75869  C29 1.534, C31 1.526, H43 1.092, H44 1.092
31 C -0.17365 -4.99025 1.78801  C30 1.526, C32 1.526, H41 1.092, H42 1.092
32 C 0.07380 -5.62172 3.15449  C31 1.526, C33 1.525, H39 1.092, H40 1.093
33 C 0.00162 -4.55867 4.24600  C32 1.525, C34 1.528, H37 1.092, H38 1.092
34 C -1.35756 -3.86103 4.23037  C29 1.529, C33 1.528, H35 1.092, H36 1.092
35 H -2.13638 -4.58659 4.47347  C34 1.092
36 H -1.38358 -3.07371 4.98649  C34 1.092
37 H 0.80118 -3.83169 4.08980  C33 1.092
38 H 0.16099 -5.01614 5.22490  C33 1.092
39 H 1.05359 -6.10279 3.17062  C32 1.092
40 H -0.68125 -6.38925 3.34308  C32 1.093
41 H 0.60709 -4.25578 1.58045  C31 1.092
42 H -0.12584 -5.75439 1.00940  C31 1.092
43 H -2.32194 -5.07000 1.90803  C30 1.092
44 H -1.71489 -3.84343 0.79096  C30 1.092
45 H -2.69207 -2.85746 2.84990  C29 1.096
46 H -0.32410 0.67729 0.91364  C24 1.087
47 H 0.35503 0.26809 2.52791  C24 1.089
48 H -1.67469 2.14303 -1.00583  C4 1.078
49 H -3.66244 3.13912 -2.07248  C3 1.080
50 H -4.46529 5.03354 -3.56867  C1 1.088
51 H -4.29889 3.86869 -4.87682  C1 1.090
52 H -3.50707 5.44039 -5.00177  C1 1.087

For the HOMO energy, the calculation gives -8.2786 eV. The value obtained for the orbital gap is 0.322 Eh.

The net atomic charges from Mulliken, expressed in e, are:
1 C -1.413
2 C 1.032
3 C -0.611
4 C -0.569
5 C 0.472
6 C -0.732
7 C -0.642
8 H 0.335
9 H 0.433
10 C 0.277
11 N -0.462
12 C 0.692
13 C 0.332
14 O -0.383
15 C -1.468
16 H 0.300
17 H 0.326
18 H 0.355
19 C -0.765
20 H 0.354
21 H 0.297
22 S 0.435
23 O -0.675
24 C -0.581
25 C 0.454
26 O -0.685
27 N 0.035
28 H 0.213
29 C -0.322
30 C -0.926
31 C -0.404
32 C -0.732
33 C -0.576
34 C -0.957
35 H 0.425
36 H 0.356
37 H 0.300
38 H 0.324
39 H 0.359
40 H 0.330
41 H 0.179
42 H 0.355
43 H 0.431
44 H 0.381
45 H 0.384
46 H 0.304
47 H 0.522
48 H 0.494
49 H 0.410
50 H 0.367
51 H 0.280
52 H 0.358

=====

Version two
C20H26N2O3S in the gas phase. Source: OMol25; level of theory: ωB97M-V/def2-TZVPD.

Each atom is followed by the atoms it is bonded to, with distances in Å.
Cartesian coordinates (Å):
1 C -0.28540 -3.36158 4.77843  C2 1.521, H27 1.086, H28 1.086, H29 1.086
2 C -0.29002 -3.38003 3.25779  C1 1.521, O3 1.412, H30 1.099, H31 1.100
3 O -0.71680 -2.10854 2.81694  C2 1.412, C4 1.360
4 C -0.76133 -1.85642 1.48114  O3 1.360, C5 1.385, C26 1.397
5 C -0.40110 -2.75307 0.48858  C4 1.385, C6 1.390, H32 1.078
6 C -0.46102 -2.37502 -0.84816  C5 1.390, C7 1.379, H33 1.079
7 C -0.88260 -1.11227 -1.20626  C6 1.379, O8 1.376, C11 1.411
8 O -0.94740 -0.62824 -2.49261  C7 1.376, C9 1.412
9 C -0.42342 -1.41288 -3.54309  O8 1.412, C10 1.521, H34 1.099, H35 1.099
10 C -0.46499 -0.56711 -4.80652  C9 1.521, H36 1.087, H37 1.087, H38 1.086
11 C -1.26953 -0.20334 -0.19832  C7 1.411, N12 1.396, C26 1.379
12 N -1.67967 1.05931 -0.62874  C11 1.396, C13 1.359, H39 1.013
13 C -2.04223 2.13921 0.11148  N12 1.359, O14 1.211, C15 1.524
14 O -2.15825 2.15308 1.31726  C13 1.211
15 C -2.27213 3.38183 -0.74100  C13 1.524, C16 1.529, H40 1.091, H41 1.092
16 C -0.97325 4.16603 -0.92914  C15 1.529, S17 1.827, H42 1.089, H43 1.090
17 S 0.28160 3.26461 -1.90442  C16 1.827, C18 1.830
18 C 1.22175 2.43410 -0.57174  S17 1.830, C19 1.521, H44 1.090, H45 1.087
19 C 1.81637 1.12899 -1.07719  C18 1.521, C20 1.505, H46 1.093, H47 1.093
20 C 2.12953 0.17701 0.04506  C19 1.505, C21 1.394, N25 1.324
21 C 2.65250 -1.08577 -0.22657  C20 1.394, C22 1.382, H48 1.080
22 C 2.92218 -1.93724 0.82825  C21 1.382, C23 1.387, H49 1.081
23 C 2.65949 -1.50647 2.12012  C22 1.387, C24 1.384, H50 1.079
24 C 2.13032 -0.23806 2.28572  C23 1.384, N25 1.321, H51 1.082
25 N 1.87797 0.58085 1.28048  C20 1.324, C24 1.321
26 C -1.20535 -0.58042 1.12667  C4 1.397, C11 1.379, H52 1.076
27 H 0.03730 -4.32552 5.16189  C1 1.086
28 H 0.38883 -2.58816 5.13569  C1 1.086
29 H -1.28369 -3.14467 5.14750  C1 1.086
30 H 0.71892 -3.59395 2.87754  C2 1.099
31 H -0.97394 -4.15790 2.88846  C2 1.100
32 H -0.06470 -3.74961 0.72428  C5 1.078
33 H -0.16960 -3.09236 -1.59896  C6 1.079
34 H 0.61105 -1.70572 -3.31408  C9 1.099
35 H -1.02441 -2.32365 -3.67170  C9 1.099
36 H -1.49105 -0.29290 -5.03596  C10 1.087
37 H 0.11235 0.34302 -4.66381  C10 1.087
38 H -0.05102 -1.12652 -5.64025  C10 1.086
39 H -1.57995 1.18347 -1.62921  N12 1.013
40 H -2.68301 3.11359 -1.71517  C15 1.091
41 H -2.98383 4.02150 -0.21530  C15 1.092
42 H -0.52319 4.41552 0.03041  C16 1.089
43 H -1.17015 5.08380 -1.48320  C16 1.090
44 H 1.99862 3.11626 -0.22711  C18 1.090
45 H 0.53665 2.23257 0.24821  C18 1.087
46 H 1.10392 0.64605 -1.75020  C19 1.093
47 H 2.72228 1.32237 -1.65798  C19 1.093
48 H 2.84541 -1.38580 -1.24591  C21 1.080
49 H 3.33228 -2.92113 0.64710  C22 1.081
50 H 2.86381 -2.13534 2.97285  C23 1.079
51 H 1.89527 0.15041 3.26765  C24 1.082
52 H -1.48476 0.11089 1.90262  C26 1.076

As for the structure (SMILES): CCOc1ccc(OCC)c(NC(=O)CCSCCc2ccccn2)c1. For the HOMO energy, the calculation gives -7.7583 eV. The value obtained for the orbital gap is 0.310 Eh.

The net atomic charges from Mulliken, expressed in e, are:
1 C -1.492
2 C -0.155
3 O -0.372
4 C 0.104
5 C -0.703
6 C -0.833
7 C 0.614
8 O -0.410
9 C -0.235
10 C -1.404
11 C 0.103
12 N 0.075
13 C 0.518
14 O -0.643
15 C -0.794
16 C -0.713
17 S -0.179
18 C -0.895
19 C -0.164
20 C 0.558
21 C -0.611
22 C -0.603
23 C -0.339
24 C -0.541
25 N -0.262
26 C -0.216
27 H 0.436
28 H 0.312
29 H 0.332
30 H 0.268
31 H 0.376
32 H 0.433
33 H 0.375
34 H 0.304
35 H 0.390
36 H 0.319
37 H 0.290
38 H 0.422
39 H 0.249
40 H 0.264
41 H 0.423
42 H 0.361
43 H 0.431
44 H 0.610
45 H 0.327
46 H -0.320
47 H 0.686
48 H 0.383
49 H 0.408
50 H 0.537
51 H 0.376
52 H 0.600

=====

Which of them is most stable, and which least? Most stable: version one; least stable: version two.

=====

Version one
2 unconnected molecules or ions with the total composition C5H16N2O. Source: OMol25; level of theory: ωB97M-V/def2-TZVPD.

Each atom is followed by the atoms it is bonded to, with distances in Å.
Cartesian coordinates (Å):
1 C 0.09662 -1.33244 -2.38297  C2 1.513, H8 1.091, H9 1.087, H10 1.087
2 C -0.58866 -0.69283 -1.19520  C1 1.513, C3 1.539, N7 1.565, H11 1.090
3 C 0.44482 0.02228 -0.30690  C2 1.539, C4 1.502, H12 1.090, H13 1.091
4 C -0.01097 0.90112 0.82327  C3 1.502, C5 1.330, N6 1.482
5 C -0.35407 2.18000 0.70032  C4 1.330, H14 1.085, H15 1.077
6 N -0.12482 0.36018 2.19873  C4 1.482, H16 1.079, H17 1.023, H18 1.009
7 N -1.70702 0.31883 -1.61338  C2 1.565, H19 1.022, H20 1.015, H21 1.024
8 H -0.57453 -1.64195 -3.18511  C1 1.091
9 H 0.53898 -2.22179 -1.94039  C1 1.087
10 H 0.81958 -0.69991 -2.89149  C1 1.087
11 H -1.20375 -1.41408 -0.65670  C2 1.090
12 H 1.16072 0.58714 -0.90362  C3 1.090
13 H 1.05619 -0.79596 0.07758  C3 1.091
14 H -0.55509 2.79922 1.56849  C5 1.085
15 H -0.30648 2.76914 -0.20053  C5 1.077
16 H 0.62602 -0.36089 2.48235  N6 1.079
17 H 0.10007 1.05590 2.91460  N6 1.023
18 H -1.03373 -0.05739 2.33404  N6 1.009
19 H -2.41037 -0.13993 -2.19527  N7 1.022
20 H -2.15244 0.68463 -0.77736  N7 1.015
21 H -1.30870 1.07658 -2.17439  N7 1.024
22 H 3.01151 -0.71326 2.88222  O24 0.976
23 H 2.24547 -1.80913 2.12241  O24 0.954
24 O 2.23065 -0.87546 2.31932  H22 0.976, H23 0.954

For the HOMO energy, the calculation gives -18.6516 eV. As for the charge: +2. The value obtained for the orbital gap is 0.437 Eh.

The net atomic charges from Mulliken, expressed in e, are:
1 C -1.365
2 C 0.178
3 C -0.799
4 C 0.316
5 C -0.965
6 N -0.167
7 N -0.268
8 H 0.441
9 H 0.390
10 H 0.376
11 H 0.268
12 H 0.468
13 H 0.306
14 H 0.306
15 H 0.294
16 H 0.344
17 H 0.428
18 H 0.376
19 H 0.395
20 H 0.348
21 H 0.354
22 H 0.312
23 H 0.330
24 O -0.665

=====

Version two
2 unconnected molecules or ions with the total composition C5H16N2O. Source: OMol25; level of theory: ωB97M-V/def2-TZVPD.

Each atom is followed by the atoms it is bonded to, with distances in Å.
Cartesian coordinates (Å):
1 C 0.77238 -1.67425 -1.80295  C2 1.524, H8 1.092, H9 1.098, H10 1.092
2 C 0.97222 -0.51312 -0.83669  C1 1.524, C3 1.552, N7 1.534, H11 1.087
3 C 0.60769 -0.83281 0.63800  C2 1.552, C4 1.529, H12 1.049, H13 1.061
4 C -0.73468 -0.28781 1.12638  C3 1.529, N6 1.461, H14 1.095, H15 1.081
5 C -0.41503 1.97275 1.95445  N6 1.261, H16 1.088, H17 1.091
6 N -0.93825 1.15882 1.14616  C4 1.461, C5 1.261, H18 1.043
7 N 2.46360 -0.16955 -0.94453  C2 1.534, H19 1.026, H20 1.023, H21 1.014
8 H -0.25578 -2.02720 -1.90445  C1 1.092
9 H 1.10333 -1.30763 -2.78328  C1 1.098
10 H 1.33817 -2.57619 -1.56034  C1 1.092
11 H 0.39982 0.34506 -1.18008  C2 1.087
12 H 1.38280 -0.52644 1.27527  C3 1.049
13 H 0.52593 -1.88634 0.73805  C3 1.061
14 H -0.94282 -0.71935 2.11080  C4 1.095
15 H -1.52331 -0.74286 0.54359  C4 1.081
16 H -0.71160 3.01159 2.08707  C5 1.088
17 H 0.42576 1.73265 2.60690  C5 1.091
18 H -1.75128 1.51765 0.60077  N6 1.043
19 H 2.55990 0.54854 -1.67128  N7 1.026
20 H 2.98065 -0.98364 -1.28640  N7 1.023
21 H 2.84649 0.29015 -0.12536  N7 1.014
22 H -3.84464 1.86284 -0.67360  O24 0.963
23 H -3.95023 0.57014 0.11463  O24 0.967
24 O -3.31111 1.23699 -0.17310  H22 0.963, H23 0.967

For the HOMO energy, the calculation gives -19.0641 eV. As for the charge: +2. The value obtained for the orbital gap is 0.407 Eh.

The net atomic charges from Mulliken, expressed in e, are:
1 C -1.692
2 C 0.366
3 C -1.008
4 C -0.783
5 C -0.159
6 N 0.179
7 N -0.264
8 H 0.380
9 H 0.484
10 H 0.482
11 H 0.329
12 H 0.578
13 H 0.396
14 H 0.433
15 H 0.327
16 H 0.290
17 H 0.310
18 H 0.274
19 H 0.391
20 H 0.372
21 H 0.335
22 H 0.304
23 H 0.314
24 O -0.636

=====

Which of them is most stable, and which least? Most stable: version one; least stable: version two.

=====

Version one
2 unconnected molecules or ions with the total composition C6H15N4. Source: OMol25; level of theory: ωB97M-V/def2-TZVPD.

Each atom is followed by the atoms it is bonded to, with distances in Å.
Cartesian coordinates (Å):
1 C -0.26922 -0.93975 1.79923  C2 1.353, H11 1.115, H12 1.092
2 C 0.18885 -0.77421 0.53706  C1 1.353, C6 1.494, N10 1.457
3 C 2.09128 -0.23492 -0.97742  C6 1.592, H13 1.109, H14 1.133, H15 1.056
4 C 1.63201 1.12357 1.18096  C6 1.544, H16 1.130, H17 1.155, H18 1.147
5 C 0.18415 1.40658 -0.78567  C6 1.530, H19 1.109, H20 1.108, H21 1.034
6 C 0.98729 0.36768 -0.00077  C2 1.494, C3 1.592, C4 1.544, C5 1.530
7 N -2.37385 -0.56129 -0.21997  N8 1.116
8 N -3.36446 -0.04991 -0.27432  N7 1.116, N9 1.167
9 N -4.27684 0.56460 -0.66431  N8 1.167, H22 0.997
10 N -0.23166 -1.72246 -0.48573  C2 1.457, H23 1.105, H24 1.161, H25 1.082
11 H -1.04715 -1.73430 1.88577  C1 1.115
12 H 0.20499 -0.31916 2.56308  C1 1.092
13 H 2.31747 -1.25349 -0.60249  C3 1.109
14 H 2.98917 0.45522 -1.02508  C3 1.133
15 H 1.63799 -0.27478 -1.93057  C3 1.056
16 H 0.81567 1.64934 1.75824  C4 1.130
17 H 2.26748 0.36296 1.77433  C4 1.155
18 H 2.27761 1.98554 0.78590  C4 1.147
19 H 0.09440 1.33495 -1.88877  C5 1.109
20 H 0.83463 2.29991 -0.71079  C5 1.108
21 H -0.75283 1.52701 -0.36573  C5 1.034
22 H -5.12432 0.60642 -0.14045  N9 0.997
23 H 0.36232 -1.75571 -1.41732  N10 1.105
24 H -1.30451 -1.34285 -0.71724  N10 1.161
25 H -0.14047 -2.72096 -0.07793  N10 1.082

For the HOMO energy, the calculation gives -13.5173 eV. As for the charge: +1. The value obtained for the orbital gap is 0.368 Eh.

The net atomic charges from Mulliken, expressed in e, are:
1 C -0.951
2 C -0.357
3 C -1.788
4 C -1.929
5 C -1.664
6 C 2.130
7 N -0.049
8 N 0.625
9 N -0.836
10 N -0.121
11 H 0.329
12 H 0.334
13 H 0.348
14 H 0.353
15 H 0.529
16 H 0.459
17 H 0.395
18 H 0.453
19 H 0.338
20 H 0.424
21 H 0.431
22 H 0.314
23 H 0.404
24 H 0.434
25 H 0.398

=====

Version two
A gas-phase ion, C6H15N4 (charge +1). Source: OMol25; level of theory: ωB97M-V/def2-TZVPD.

Each atom is followed by the atoms it is bonded to, with distances in Å.
Cartesian coordinates (Å):
1 C 0.40900 -2.94597 -0.59705  N7 1.255, H11 1.018, H16 1.119
2 C 0.32269 -1.55980 1.32867  C3 1.556, N7 1.423, H12 1.184, H13 1.104
3 C -0.55503 -0.34257 1.74105  C2 1.556, N10 1.540, H14 1.160, H15 1.198
4 C -0.72888 0.86613 -0.36985  N9 1.285, N10 1.506
5 C -0.56461 0.79144 -2.68726  N9 1.434, H17 1.096, H18 1.104, H19 1.155
6 C -0.62519 2.07663 1.67973  N10 1.515, H20 1.074, H21 1.032, H22 1.197
7 N 0.50768 -1.81692 -0.05905  C1 1.255, C2 1.423
8 N 1.48010 0.87617 -1.22972  N9 1.447, H23 1.013, H24 1.088
9 N 0.04357 0.92848 -1.39540  C4 1.285, C5 1.434, N8 1.447
10 N -0.03145 0.87988 0.96501  C3 1.540, C4 1.506, C6 1.515, H25 0.984
11 H 0.56532 -3.03802 -1.59851  C1 1.018
12 H 1.34560 -1.27401 1.85101  C2 1.184
13 H -0.16431 -2.45394 1.75569  C2 1.104
14 H -1.68457 -0.31445 1.47937  C3 1.160
15 H -0.41133 -0.12819 2.91048  C3 1.198
16 H 0.37549 -3.89354 -0.00275  C1 1.119
17 H -0.57953 1.76718 -3.18597  C5 1.096
18 H 0.03843 0.20255 -3.39953  C5 1.104
19 H -1.55480 0.26346 -2.41518  C5 1.155
20 H -1.67597 1.94410 1.50115  C6 1.074
21 H -0.64691 2.04976 2.71098  C6 1.032
22 H -0.23801 3.11180 1.22065  C6 1.197
23 H 1.84325 1.28130 -2.08400  N8 1.013
24 H 1.57821 -0.20187 -1.11582  N8 1.088
25 H 0.95125 0.93039 0.99629  N10 0.984

For the HOMO energy, the calculation gives -13.2554 eV. As for the charge: +1. The value obtained for the orbital gap is 0.389 Eh.

The net atomic charges from Mulliken, expressed in e, are:
1 C -0.415
2 C -0.644
3 C -0.557
4 C -0.488
5 C -0.864
6 C -0.878
7 N -0.085
8 N -0.631
9 N 0.398
10 N 0.033
11 H 0.311
12 H 0.276
13 H 0.418
14 H 0.399
15 H 0.288
16 H 0.216
17 H 0.350
18 H 0.342
19 H 0.331
20 H 0.433
21 H 0.403
22 H 0.301
23 H 0.304
24 H 0.321
25 H 0.438

=====

Which of them is most stable, and which least? Most stable: version one; least stable: version two.